Formula: C20H24ClN3O5S
Source: the Open Molecules 2025 dataset
Level of theory: ωB97M-V/def2-TZVPD

Frontier orbital gap = 0.31217 Ha
Total energy = -59194.520 eV
E_LUMO = 0.256 eV
Strongest force on any atom = 1.1 eV/Å
Charge = 0
Energy relative to the best compared isomer or geometry (same formula, charge and spin) = 9.2 kJ/mol
M = 453.9 g/mol
HOMO = -0.3028 Ha
SMILES string = O=C(CN(CCO)c1ccccc1)Nc1ccc(Cl)c(S(=O)(=O)N2CCOCC2)c1

Last column: Löwdin charge in e.
Element x y z (Å)
C1 -0.17478 -0.26399 3.91716  -0.019
H1 -3.07390 0.78277 2.51224  0.093
O1 -0.87871 2.54109 -4.80750  -0.127
N1 0.54684 -1.76485 1.13935  0.156
C2 0.48446 -2.65410 2.16164  -0.461
S1 2.21125 1.02887 -2.85622  0.645
H2 -0.22912 3.02122 4.72998  0.099
H3 -3.69925 -1.51628 -0.13690  0.122
H4 -0.33430 4.33272 -4.07513  0.129
C3 -0.31019 0.57378 -3.50118  -0.173
C4 3.94055 -1.61983 -0.33689  -0.070
C5 -2.73253 -1.60333 0.37513  -0.210
H5 3.07430 -2.71010 1.28706  0.105
C6 -0.54533 2.08112 4.30658  -0.102
C7 0.22402 0.94084 4.45992  -0.075
O2 -1.90013 -0.50453 0.07066  -0.082
O3 1.39471 -3.35413 2.54532  0.073
C8 0.05218 3.31224 -4.07945  -0.182
C9 -2.96540 -1.75923 1.89401  -0.142
H6 -2.27750 0.29756 0.45270  0.091
H7 0.11858 -0.42435 -3.58155  0.123
H8 0.99828 3.31148 -2.12896  0.116
H9 -3.71168 -1.03775 2.23045  0.112
H10 -2.20834 -2.47627 -0.02215  0.123
H11 1.15241 0.98502 5.00950  0.108
H12 0.46181 -1.12057 4.06131  0.103
O4 2.95646 2.21574 -2.56347  -0.286
C10 1.41871 -0.51168 -0.68238  0.015
H13 -0.75240 -2.98864 3.87079  0.138
C11 -0.90668 -2.74757 2.81123  -0.069
H14 -0.73544 2.86774 -2.10937  0.131
H15 -3.37895 -2.75497 2.07908  0.127
C12 -2.13549 0.78926 3.04690  -0.047
Cl1 4.96218 -0.20309 -2.41300  0.762
H16 -1.40128 -3.61036 2.35738  0.137
C13 3.71471 -0.69819 -1.35146  -0.647
H17 4.92477 -2.04031 -0.21106  0.111
H18 -0.30006 -1.24942 0.90694  0.105
H19 0.44375 -0.07338 -0.82257  0.102
O5 2.44736 0.35204 -4.09921  -0.294
H20 -1.28033 0.52032 -2.99566  0.128
H21 -2.34890 2.86405 3.46339  0.104
H22 0.49682 1.12293 -5.41686  0.120
C14 2.90662 -1.99176 0.50118  0.013
C15 0.20966 2.77599 -2.65490  -0.166
N2 0.57695 1.37357 -2.67712  -0.250
C16 -1.37105 -0.37420 3.19567  -0.218
N3 -1.75434 -1.59272 2.65675  -0.112
H23 1.03405 3.28917 -4.57560  0.132
H24 -1.23750 0.67575 -5.46618  0.129
C17 2.45129 -0.15290 -1.51936  -0.266
C18 -1.72814 1.98988 3.59737  -0.090
C19 -0.46656 1.19344 -4.89303  -0.184
C20 1.63557 -1.44012 0.33749  -0.185

Forces on the atoms, in the same order (eV/Å):
C -0.009 -0.140 0.011
H -0.059 -0.050 -0.028
O -0.198 0.051 0.002
N -0.441 0.091 -0.091
C -0.399 0.129 -0.107
S -0.552 -0.104 0.388
H 0.035 0.085 0.039
H 0.085 -0.107 0.012
H 0.112 -0.025 0.028
C -0.221 -0.234 -0.486
C -0.112 0.358 -0.368
C -0.373 -0.294 0.278
H 0.011 0.000 -0.008
C 0.035 0.114 0.060
C -0.036 0.094 0.005
O 0.083 0.388 -0.114
O 0.196 -0.185 0.163
C 0.074 0.079 0.309
C -0.029 0.201 -0.422
H 0.105 -0.015 -0.012
H -0.228 -0.104 -0.054
H -0.185 0.163 0.025
H 0.002 -0.108 -0.003
H -0.071 0.004 0.028
H 0.086 -0.010 0.039
H 0.064 -0.116 0.044
O -0.177 0.134 0.182
C -0.063 -0.143 0.182
H 0.108 -0.025 -0.157
C 0.165 -0.004 0.242
H 0.069 -0.007 -0.017
H -0.030 0.084 0.021
C -0.186 -0.044 -0.132
Cl 0.768 -0.183 -0.054
H 0.024 0.062 0.048
C -0.090 -0.159 0.170
H 0.113 -0.036 0.006
H 0.067 -0.067 0.211
H -0.109 0.023 0.032
O -0.229 -0.117 0.095
H 0.069 -0.045 -0.007
H -0.050 0.059 -0.011
H -0.140 0.000 -0.001
C -0.145 -0.081 0.165
C 0.088 0.588 -0.169
N 1.074 -0.202 -0.072
C 0.024 0.128 0.146
N -0.032 -0.320 -0.084
H -0.071 0.064 0.005
H 0.090 -0.046 0.033
C -0.014 0.301 -0.376
C 0.070 0.063 0.035
C 0.050 -0.297 0.069
C 0.579 0.005 -0.301


Formula: C20H24FN3O3S
Source: the Open Molecules 2025 dataset
Level of theory: ωB97M-V/def2-TZVPD

Frontier orbital gap = 0.34049 Ha
Total energy = -45294.654 eV
E_LUMO = 0.714 eV
Strongest force on any atom = 1.1 eV/Å
Charge = 0
Energy relative to the best compared isomer or geometry (same formula, charge and spin) = 58.0 kJ/mol
M = 405.5 g/mol
HOMO = -0.3142 Ha
SMILES string = CS(=O)(=O)N(CC(=O)N1CCN(Cc2ccccc2)CC1)c1ccccc1F

Last column: Löwdin charge in e.
Element x y z (Å)
C1 -2.03997 -1.15013 4.70770  -0.007
H1 -0.43788 0.12900 -2.53198  0.111
C2 -0.61780 1.03023 -3.13795  -0.162
H2 0.84886 1.72834 0.78373  0.118
H3 4.26986 -1.40672 -1.26091  0.107
H4 3.70032 0.59058 -2.57317  0.112
S1 0.39697 -0.92442 0.90850  0.681
C3 -0.17669 1.60221 1.12689  -0.099
N1 0.61794 1.75587 -3.39917  -0.136
F1 -0.10379 -1.82739 3.60469  0.053
C4 2.66634 -2.57861 -2.05163  -0.092
C5 -1.13721 1.47633 -0.06323  -0.453
H5 1.52164 1.37212 -1.51833  0.096
H6 2.10580 2.81146 -2.40882  0.129
O1 1.51844 -1.53074 1.54655  -0.274
C6 -0.96170 -2.09632 0.71729  -0.079
H7 -1.05524 -2.70999 1.60121  0.062
O2 -2.05797 0.67584 -0.00155  0.046
C7 2.00363 -0.30461 -3.52301  -0.224
H8 -1.91483 -2.00840 5.34899  0.120
C8 -1.18526 0.15387 2.83064  -0.199
H9 2.41440 1.60933 -4.41328  0.122
C9 3.42709 -1.42936 -1.93537  -0.078
N2 -0.96442 2.29707 -1.11721  -0.040
H10 0.42417 -1.50160 -4.33393  0.111
C10 -1.11121 -0.93031 3.71030  -0.219
H11 -1.83076 2.82207 -2.93199  0.128
H12 -2.40183 1.85710 2.35291  0.108
H13 -1.85074 -1.51055 0.51554  0.059
O3 0.66217 -0.34031 -0.37706  -0.297
C11 0.22389 3.07759 -1.38254  -0.120
H14 -2.51061 1.36728 -2.14502  0.123
H15 -0.69543 -2.69790 -0.14288  0.071
C12 1.55475 0.96722 -4.20118  -0.147
H16 -0.44430 2.43710 1.77786  0.142
H17 1.00174 -3.50118 -3.03256  0.102
C13 -3.19734 0.81380 4.01760  -0.080
C14 1.59311 -2.60240 -2.92435  -0.086
C15 1.26526 -1.47427 -3.65457  -0.058
C16 -2.26615 1.02082 3.01715  -0.012
C17 -3.09349 -0.26912 4.87156  -0.086
C18 -1.59600 1.91599 -2.36889  -0.109
N3 -0.19591 0.36559 1.87669  -0.131
H18 0.66306 3.45425 -0.46014  0.119
C19 3.09914 -0.30336 -2.66796  -0.056
H19 -3.82036 -0.43043 5.65136  0.103
H20 -0.08051 3.93093 -1.99670  0.129
H21 -4.01742 1.50767 4.12179  0.105
C20 1.22403 2.21642 -2.15668  -0.167
H22 -1.05327 0.74283 -4.09795  0.128
H23 1.05261 0.73848 -5.14549  0.122
H24 2.91050 -3.45070 -1.46373  0.104

Forces on the atoms, in the same order (eV/Å):
C 0.025 0.046 -0.102
H -0.119 0.037 -0.134
C -0.246 0.124 0.087
H -0.133 0.299 0.006
H 0.075 0.002 0.064
H 0.043 0.100 0.014
S 0.136 -0.522 0.063
C 0.130 -0.010 -0.304
N -0.038 0.114 -0.009
F -0.152 0.266 0.057
C 0.028 -0.074 0.042
C -0.317 0.455 0.228
H 0.074 0.207 -0.041
H 0.036 -0.017 0.044
O -0.077 -0.242 0.269
C 0.402 0.632 0.255
H 0.035 -0.063 0.162
O -0.069 -0.050 -0.026
C 0.033 0.011 -0.087
H 0.053 -0.094 0.042
C -0.449 -0.423 0.786
H -0.012 -0.067 -0.058
C 0.099 0.007 0.070
N -0.202 0.193 -0.169
H -0.084 0.016 -0.060
C -0.143 -0.068 0.258
H -0.004 -0.042 0.009
H 0.006 0.055 -0.094
H -0.118 0.046 -0.040
O -0.255 0.127 -0.174
C 0.520 -0.057 -0.039
H 0.080 0.108 -0.073
H 0.181 -0.042 -0.154
C -0.008 0.049 -0.019
H 0.065 -0.092 -0.037
H -0.024 -0.071 -0.014
C -0.024 0.067 0.061
C -0.097 -0.135 0.002
C 0.053 0.031 -0.048
C 0.118 -0.098 -0.088
C 0.054 -0.031 -0.048
C -0.253 -0.358 -0.222
N 0.571 -0.545 -0.728
H -0.014 0.023 -0.031
C 0.021 -0.037 -0.090
H -0.072 -0.021 0.074
H 0.073 -0.012 0.121
H -0.063 0.068 -0.005
C -0.039 0.235 0.121
H -0.020 -0.063 0.017
H 0.088 0.000 0.000
H 0.030 -0.082 0.041


Formula: C20H24IN2O2OsS3SbSe4
Source: the Open Molecules 2025 dataset
Level of theory: ωB97M-V/def2-TZVPD

Frontier orbital gap (spin up / spin down) = 0.21209 / 0.18246 Ha
⟨S²⟩ = 6.032
Total energy = -339184.251 eV
E_LUMO (spin up / spin down) = -7.594 / -8.367 eV
Strongest force on any atom = 4.1 eV/Å
Charge = +2
Energy relative to the best compared isomer or geometry (same formula, charge and spin) = 97.4 kJ/mol
M = 1175.4 g/mol
HOMO (spin up / spin down) = -0.4912 / -0.4899 Ha
2S+1 = 5

Last column: Mulliken spin population.
Element x y z (Å)
H1 4.65645 -0.85592 1.74361  0.000
Se1 -0.75907 -2.72229 -0.75062  0.900
C1 -3.11814 0.57106 1.34897  0.001
C2 0.45199 -0.75903 2.14720  -0.037
H2 -4.16660 0.85307 1.45034  -0.001
C3 2.06081 -0.19694 0.31007  -0.016
C4 0.29189 -1.10413 3.53044  -0.023
C5 4.23435 0.00093 2.27622  0.000
C6 2.50290 -0.58857 3.95271  0.011
O1 4.39087 1.13344 1.43000  0.000
Os1 -0.74931 -0.58387 -0.61513  0.893
N1 1.29056 -0.98885 4.35900  -0.001
H3 -0.77145 4.05701 -0.45367  0.002
I1 -0.76958 -0.41400 -3.25762  -0.003
H4 -2.84542 -0.02274 2.21469  -0.002
H5 -0.91321 -2.09651 4.96739  0.001
H6 -1.70323 -0.71993 4.20703  0.001
H7 3.80110 0.37034 -5.46229  0.000
C7 1.74467 -0.42165 1.68370  -0.004
C8 -1.12171 3.20457 -1.03699  0.007
H8 4.52575 1.92356 1.95958  0.000
C9 2.02621 -0.22424 -2.02917  -0.023
H9 3.05929 0.18917 0.16844  0.000
H10 -4.31629 -0.63738 -2.02654  0.000
N2 1.35838 -0.40098 -0.77102  0.008
C10 -4.55041 1.43118 -1.40431  0.000
H11 -1.52015 -2.22070 3.29173  0.000
H12 5.12970 0.09949 -3.37441  0.000
S1 -3.23804 2.07331 -2.49576  0.001
C11 1.32674 -0.14050 -3.23062  0.019
H13 -5.30536 -0.40127 -0.58748  0.000
C12 3.42232 -0.15789 -2.13383  0.001
O2 -0.62846 -0.74911 1.41570  0.075
C13 3.31383 0.19849 -4.51292  0.002
Se2 2.06744 -5.56285 -1.52532  0.308
H14 -3.21901 3.74507 -0.76688  0.000
H15 4.05206 -0.29126 -1.26689  -0.002
Sb1 -0.20986 -5.21265 -0.78928  -0.109
Se3 -1.86812 -6.36797 -2.17407  0.974
H16 -4.58455 2.02674 -0.49376  -0.001
H17 -2.80497 2.70213 1.00604  0.000
H18 -2.47588 4.29893 -2.25637  0.001
H19 3.25585 -0.49948 4.72685  0.000
S2 -0.86265 1.75557 0.03047  -0.003
C14 -1.04069 -1.57137 4.02472  0.004
C15 2.79819 -0.31821 2.64020  0.001
H20 -5.49223 1.57542 -1.93315  0.001
H21 4.80451 0.12222 3.19696  0.000
C16 -2.22787 1.81340 1.25243  0.003
C17 1.93713 0.08569 -4.45212  -0.001
S3 -3.06079 -0.61753 -0.02359  0.029
C18 -4.41340 -0.05263 -1.11070  -0.005
H22 -1.74523 1.98348 2.21171  0.001
C19 4.04953 0.05480 -3.34701  -0.002
Se4 -0.46524 -6.04654 1.50609  0.990
H23 1.34353 0.16628 -5.35329  0.001
H24 -0.41951 3.04888 -1.85782  -0.001
C20 -2.52960 3.46275 -1.55970  0.001

Forces on the atoms, in the same order (eV/Å):
H 0.085 0.072 -0.014
Se -0.690 -4.067 -0.347
C -0.114 -0.081 -0.124
C 0.736 0.011 0.242
H 0.016 0.015 0.067
C 0.210 -0.039 -0.330
C 0.091 0.221 -0.574
C -0.110 -0.115 -0.008
C 0.016 0.113 -0.352
O -0.054 -0.055 -0.097
Os 0.844 3.375 0.509
N -0.164 -0.229 0.534
H 0.055 -0.011 0.007
I 0.481 0.627 -0.206
H 0.020 0.017 0.010
H 0.007 -0.006 -0.001
H -0.010 -0.022 -0.005
H 0.005 0.005 0.006
C -0.608 -0.079 0.234
C -0.224 -0.164 -0.158
H -0.006 0.033 0.064
C 0.141 -0.007 -0.336
H 0.042 -0.058 -0.012
H 0.002 -0.022 0.016
N -0.480 0.416 0.362
C 0.297 0.049 -0.240
H -0.025 -0.024 0.049
H -0.009 0.007 -0.009
S -0.163 0.123 0.122
C -0.281 -0.108 0.094
H -0.028 -0.061 -0.053
C -0.039 -0.039 0.051
O -0.506 0.392 -0.350
C -0.026 -0.011 0.003
Se -1.015 0.332 0.295
H -0.014 0.062 -0.026
H 0.005 0.000 -0.007
Sb 1.854 -1.479 -0.299
Se -0.252 0.128 -0.196
H -0.057 -0.004 0.005
H -0.012 -0.015 0.033
H -0.003 0.081 0.082
H 0.023 -0.023 -0.042
S 0.085 0.363 0.567
C -0.020 0.065 0.042
C 0.097 0.127 0.126
H -0.070 0.007 0.111
H 0.027 -0.063 -0.004
C 0.097 0.072 -0.194
C -0.022 -0.037 -0.084
S -0.403 0.169 0.294
C 0.173 0.131 0.057
H -0.022 0.025 0.020
C 0.026 0.005 0.010
Se -0.058 0.160 0.208
H 0.008 -0.019 0.000
H 0.010 0.006 0.008
C 0.035 -0.376 -0.158


Formula: C20H24IN2O2PdS3
Source: the Open Molecules 2025 dataset
Level of theory: ωB97M-V/def2-TZVPD

Frontier orbital gap = 0.18916 Ha
Total energy = -72283.295 eV
E_LUMO = -5.439 eV
Strongest force on any atom = 2.9 eV/Å
Charge = +1
M = 653.9 g/mol
HOMO = -0.3890 Ha

Last column: Löwdin charge in e.
Element x y z (Å)
H1 1.45070 -2.60760 -1.69440  0.078
H2 3.83010 -1.38380 1.75590  0.032
C1 0.43540 5.46630 -0.08580  -0.094
H3 3.01580 2.31060 1.50680  0.063
H4 2.98680 -3.41880 2.79690  0.084
H5 2.99640 -5.01960 2.01180  0.082
I1 -1.93510 -2.04000 -0.85940  1.138
C2 4.95550 -0.96640 -0.04950  -0.501
C3 2.93770 -3.94230 1.84210  -0.509
H6 5.56690 -1.66860 1.90650  0.074
C4 4.71130 -1.75240 1.23730  -0.522
H7 -5.01040 -2.13640 -0.90580  0.101
C5 -5.87850 -0.19380 -0.77620  -0.060
H8 -1.77140 6.45010 -0.88210  0.126
C6 -3.52130 -0.60310 -0.71980  -0.536
H9 1.47910 -4.24520 0.24830  0.085
C7 -4.33150 1.62150 -0.51230  -0.002
H10 5.82150 -0.31460 0.06390  0.074
H11 3.08700 -0.83150 -2.61670  0.089
C8 -5.62350 1.15900 -0.62680  -0.048
H12 5.12050 -1.62130 -0.90270  0.070
N1 1.58250 4.93900 0.31520  0.126
H13 -2.40600 3.03140 -1.29850  0.118
C9 2.21990 -2.11230 -1.09410  -0.507
C10 -3.22460 0.75770 -0.58050  -0.317
S1 4.46560 -3.54640 0.91590  0.876
C11 1.75990 3.66430 0.44930  -0.245
C12 2.57530 -0.75420 -1.65640  -0.524
O1 0.85450 1.49700 0.48760  -0.143
H14 0.80300 -3.77700 1.81830  0.082
H15 3.62450 3.98170 1.38500  0.087
C13 1.62800 -3.62350 1.12770  -0.465
H16 -4.16570 2.67500 -0.34880  0.116
H17 3.69900 2.90320 -0.00250  0.050
C14 -0.63450 4.68510 -0.46930  -0.146
C15 -4.81710 -1.08030 -0.80840  -0.142
C16 -1.67530 2.49230 -0.69430  -0.034
C17 3.10530 3.18340 0.86550  -0.051
H18 -1.91810 5.23240 -2.82100  0.109
H19 0.38440 6.54400 -0.07260  0.117
C18 -0.53300 3.27910 -0.33460  -0.064
N2 -1.94350 1.26060 -0.38500  0.017
S2 1.57280 -1.86990 0.60430  0.846
H20 -2.68260 5.15330 -0.10730  0.131
O2 -2.46450 4.92050 -2.09110  -0.064
C19 -1.92460 5.36680 -0.86730  -0.207
C20 0.67310 2.71610 0.21890  -0.274
S3 3.61310 0.19710 -0.48300  0.878
H21 3.10160 -2.75320 -1.02030  0.031
H22 1.67190 -0.12090 -1.77420  0.043
Pd1 -0.21420 -0.19860 -0.22680  0.495
H23 -6.89150 -0.55310 -0.86110  0.117
H24 -6.43520 1.86500 -0.58030  0.118

Forces on the atoms, in the same order (eV/Å):
H 0.093 -0.035 0.070
H 0.159 0.064 0.072
C -1.313 -0.368 -0.398
H 0.087 -0.074 0.041
H -0.032 -0.155 0.053
H -0.114 0.101 0.102
I -0.131 0.761 0.161
C -0.372 0.338 -0.180
C 0.436 0.521 -0.318
H 0.000 0.009 -0.051
C 0.061 -0.448 0.156
H 0.030 -0.144 -0.041
C 0.058 0.076 0.007
H 0.009 -0.089 0.075
C 0.398 0.129 -0.047
H -0.026 -0.060 -0.019
C 0.246 -0.134 -0.035
H 0.049 -0.125 -0.060
H -0.153 -0.105 0.001
C -0.013 -0.064 -0.064
H 0.231 -0.014 -0.036
N 1.016 0.195 0.240
H -0.139 0.003 0.361
C -0.020 0.142 -0.016
C -1.092 -0.403 0.056
S -0.049 -0.080 0.257
C -0.472 -0.612 0.191
C 0.266 0.450 0.438
O 0.299 -2.879 -0.301
H -0.166 -0.100 0.019
H 0.002 0.082 0.046
C -0.656 0.016 0.026
H 0.005 0.060 0.071
H 0.008 -0.026 -0.058
C 0.226 0.907 0.103
C 0.077 -0.105 -0.126
C 0.260 0.410 0.164
C 0.060 -0.112 0.241
H 0.009 0.016 0.063
H -0.127 0.156 -0.171
C 0.689 -0.857 0.064
N 2.458 -1.423 -0.483
S 0.104 0.480 -0.850
H -0.035 0.077 -0.089
O -0.227 -0.112 -0.494
C 0.227 0.105 0.362
C -1.051 1.928 -0.805
S 0.055 -0.081 -0.401
H -0.191 0.051 0.003
H 0.437 -0.229 -0.169
Pd -1.466 1.765 1.720
H -0.064 -0.094 0.038
H -0.146 0.086 0.011


Q: Number 1 is which compound?
A: C20H24ClN3O5S


Q: Look up the strongest force on any atom of the third one.
A: 4.1 eV/Å


Q: What is the formula in the third record?
A: C20H24IN2O2OsS3SbSe4